Entry 1:
15
Properties=species:S:1:pos:R:3:forces:R:3 method="wB97M-V/def2-TZVPD" e_above_lowest_ev=3.580 charge=+1 s2=2.0160 total_energy_ha=-739.03762 gap_ev="8.174 / 7.181" homo_energy_ev="-11.71 / -13.77" spin_multiplicity=3 max_force_ev_per_a=4.07
N 0.6034 1.2897 -1.2026 1.1 3.6 0.0
H -1.5391 -1.1753 1.2504 -2.1 -1.6 1.2
C -1.6460 1.1027 -0.6890 1.6 2.2 -0.3
H 0.3321 -1.7683 2.4588 0.2 0.8 -0.9
C 0.3627 -1.1244 1.5350 -1.4 -1.1 2.3
N -0.6864 -0.9330 0.8710 2.1 1.5 0.3
H -0.5382 3.0282 -1.0292 -0.3 1.0 0.2
C 0.6309 -0.0158 -1.1620 -2.9 -1.3 -0.5
H -2.4068 -1.1628 -2.6738 0.7 0.6 -0.4
C -0.5870 1.9831 -0.9192 -1.1 -3.9 0.4
S -1.1714 -0.5294 -1.1008 0.8 -0.1 -0.3
H -2.7096 1.3377 -0.5803 0.6 -0.1 -0.1
H 1.2079 -0.5294 1.3368 1.4 0.0 -0.7
H 1.4132 1.8868 -1.3955 -0.2 -0.7 -0.1
O -1.8095 -0.3808 -2.5819 -0.6 -0.8 -1.1

***

Entry 2:
9
Properties=species:S:1:pos:R:3:forces:R:3 method="wB97M-V/def2-TZVPD" e_above_lowest_ev=2.096 s2=2.0083 total_energy_ha=-627.10770 gap_ev="6.990 / 9.349" homo_energy_ev="-6.81 / -10.92" spin_multiplicity=3 max_force_ev_per_a=3.41
C -0.1335 0.2454 0.0866 -0.4 0.0 1.5
O 2.1738 -0.3773 -0.2905 2.9 -1.2 0.9
H -1.0222 0.7489 -0.3754 0.9 -0.7 -0.1
S 3.6474 0.2587 0.4731 -2.2 0.1 -0.7
O 4.8004 -0.3224 -0.1713 0.0 -0.2 -0.3
H -0.5491 -0.3402 1.0254 0.9 0.5 -1.8
H 0.4805 1.0141 0.5216 -0.3 1.0 0.8
C 0.9342 -0.3618 -0.7707 -3.1 -0.2 -1.3
H 0.5950 -1.0385 -1.6226 1.4 0.8 1.1

***

Entry 3:
101
Properties=species:S:1:pos:R:3:forces:R:3 method="wB97M-V/def2-TZVPD" charge=-2 total_energy_ha=-13209.34065 gap_ev=5.570 homo_energy_ev=-2.16 max_force_ev_per_a=0.94
O -1.5744 3.0931 -3.4850 -0.2 -0.1 0.0
C 2.6604 3.9319 -0.0352 0.0 0.0 0.0
C -4.0091 2.3231 -1.2586 -0.1 0.0 -0.2
H 4.3551 4.2183 -1.3136 0.0 0.0 0.0
H -2.5902 3.5245 2.2595 0.0 0.0 0.1
H -1.3735 5.9778 2.3036 0.0 0.0 0.1
Pb -0.1548 0.1933 0.0765 0.9 -0.1 0.0
H -4.1016 3.3638 -3.8162 0.0 0.0 0.0
H -2.3932 2.5646 0.8018 0.1 0.1 0.1
H -3.0587 -0.5319 -5.1028 0.0 0.0 0.0
C 0.5813 3.4119 6.2676 0.0 0.0 0.1
H -0.9010 5.5021 -2.7369 0.1 0.0 -0.3
H -1.9681 -6.2142 -2.3866 0.0 0.0 0.0
C 1.0465 -3.8397 -1.6291 0.0 -0.1 0.0
O -0.8801 0.7577 -4.3987 -0.1 0.2 0.0
H -5.7507 3.1088 -3.2047 0.0 0.0 0.0
H -0.8016 -2.5799 -4.0495 0.0 0.0 0.0
Si -1.5654 1.4910 -3.0870 0.2 -0.3 -0.3
C -0.8936 5.3264 -3.8119 0.1 0.1 0.0
O -3.1464 1.0358 -3.1174 0.3 -0.3 0.0
C -0.8775 -1.5482 -3.6971 0.0 0.0 -0.1
H 1.8771 -3.1935 -1.3817 0.0 0.1 0.0
O -0.7597 1.1688 -1.7524 -0.5 0.2 0.1
H 1.7367 6.0044 2.4676 -0.1 0.0 0.1
H -0.8756 3.3050 -1.0874 0.0 0.1 0.1
H -0.5055 2.5823 -5.8484 0.0 -0.1 0.0
C -5.2938 0.4704 -2.3566 0.0 0.1 0.1
C -0.5632 3.8706 -4.1162 0.0 0.0 0.0
C -0.6282 3.6384 -5.6248 0.1 0.0 0.0
C -1.8924 -2.1824 -0.5140 0.1 0.2 0.2
C 1.4110 2.8477 4.0842 0.0 0.0 0.0
C -1.3301 -4.3216 -1.5714 0.0 -0.1 0.0
C 0.8095 3.5032 -3.5698 0.1 0.1 0.0
C 0.1594 -5.9164 -2.5094 0.0 0.0 0.0
H 0.3651 -1.7569 -6.1615 0.0 0.0 0.0
H -5.1154 2.0987 -4.5193 0.0 0.0 0.0
Si 0.3679 3.4724 1.5703 -0.2 -0.2 0.2
H -4.8871 -0.2292 -1.6272 0.0 0.0 0.0
H -2.2526 -1.8055 -6.0440 0.0 0.0 0.0
Sb 3.0861 -0.7855 1.0944 0.3 -0.5 0.0
H -6.2530 0.8433 -1.9911 0.0 0.0 0.0
Se 0.7995 -1.0473 2.2489 0.0 0.0 -0.1
C -4.3126 1.6169 -2.5735 -0.1 0.1 0.0
C -0.9657 4.3197 -0.6951 -0.1 0.0 0.3
Se 4.6204 0.7317 2.1617 -0.2 0.2 0.0
H -2.1610 -0.1123 -6.5703 0.0 0.0 0.0
H 0.8348 3.6172 -2.4866 0.1 0.0 -0.1
H -3.3025 4.0733 0.7350 0.0 0.0 0.0
H -1.7773 -1.4536 -3.0862 0.0 0.0 0.0
H 2.1549 2.3465 3.4800 0.1 -0.1 -0.1
H -0.4066 6.3946 0.8969 0.0 0.0 0.0
H 1.2235 -0.6059 -5.1229 0.0 0.0 0.0
H 2.4014 2.9754 -0.4750 0.0 0.0 0.0
H 2.2427 -5.3816 -2.4688 0.0 0.0 0.0
H 4.9966 6.3724 -0.2716 0.0 0.0 0.0
H -3.3172 3.1533 -1.4173 -0.1 -0.1 -0.1
C 3.7658 4.6290 -0.5028 0.0 0.0 0.0
H 1.0571 2.4673 -3.8003 0.0 -0.1 0.0
C -0.5861 4.1357 4.2955 0.0 0.0 0.0
Se 3.9505 -3.0246 0.7286 0.0 0.1 0.0
C -0.4790 4.0833 5.6807 0.0 0.0 0.0
C 3.3907 6.3260 1.1531 0.0 0.0 0.0
C -2.1797 -0.7715 -5.7003 0.0 0.0 0.0
H 1.5735 4.1496 -4.0088 0.0 0.0 0.0
H 3.6816 7.2549 1.6303 0.0 0.0 0.0
O 0.4777 1.9348 1.0996 -0.5 0.7 -0.1
C -1.2751 5.8232 1.2316 0.0 0.0 0.0
H 0.3396 -6.8738 -2.9818 0.0 0.0 0.0
S -2.6283 -0.7754 0.1981 0.2 -0.3 0.0
C 2.2895 5.6213 1.6178 0.0 0.0 0.0
C 0.3307 -0.7555 -5.7292 -0.1 0.0 0.0
H 2.3519 2.2472 5.9039 0.0 0.0 0.0
C 4.1284 5.8309 0.0859 0.0 0.0 0.0
C -0.9162 -0.5795 -4.8667 0.1 -0.1 0.0
H -1.8781 5.5744 -4.2112 -0.1 0.0 0.0
H -1.2304 4.5622 6.2992 0.0 0.0 0.0
H -1.8208 4.8005 -1.1883 0.0 -0.1 0.1
H -2.1607 6.2585 0.7525 0.0 0.0 0.0
H -0.0116 -1.3287 -3.0727 0.0 0.0 0.0
C 1.2357 -5.0690 -2.2291 0.0 0.0 0.0
C 0.3571 3.5286 3.4655 0.0 0.0 0.0
H 0.6672 3.3663 7.3476 0.0 0.0 0.0
H -1.5938 3.9682 -6.0112 -0.1 0.0 0.0
H -1.4361 4.6491 3.8708 -0.1 0.1 -0.1
C -4.8581 2.6130 -3.5926 -0.1 0.0 0.0
C 1.8944 4.4233 1.0234 0.0 -0.1 -0.1
H 0.1608 4.2031 -6.1258 0.0 0.0 0.0
N -0.6160 -2.2651 -0.7206 -0.4 -0.1 0.0
C -2.4267 3.5871 1.1832 0.1 0.0 0.1
C -0.2534 -3.4639 -1.3088 -0.2 0.0 0.1
H -5.4567 -0.0603 -3.2953 0.0 0.0 0.0
H -0.1532 5.9870 -4.2677 0.0 0.0 -0.1
H -0.0662 4.8664 -0.9882 0.0 0.1 0.1
C -1.1498 4.3514 0.8260 0.1 0.0 -0.1
C 1.5250 2.7898 5.4634 0.0 0.0 0.0
H -4.9286 2.7202 -0.8242 0.0 0.0 0.1
C -1.1352 -5.5553 -2.1798 0.0 0.0 0.0
S -2.8118 -3.5795 -1.0315 0.0 0.0 0.0
H 0.3328 -0.0219 -6.5372 0.0 0.0 0.0
H -3.5574 1.6287 -0.5529 -0.1 0.0 -0.1
Se 2.1662 0.0284 -1.1567 0.1 0.0 0.1

***

Entry 4:
16
Properties=species:S:1:pos:R:3:forces:R:3 method="wB97M-V/def2-TZVPD" e_above_lowest_ev=0.285 total_energy_ha=-159.57450 gap_ev=12.862 homo_energy_ev=-11.80 smiles=CC.CC max_force_ev_per_a=1.39
H -2.1207 -0.6269 -0.7213 -0.3 -0.2 -0.1
H 1.4913 -1.1024 -1.2447 0.1 0.1 -0.1
C 2.5279 -0.8352 -1.0112 -1.1 0.6 0.0
C 2.5287 -0.0299 0.2985 0.6 -1.1 0.7
H 2.8716 -0.2043 -1.8290 0.2 -0.3 -0.2
H 3.2903 0.7403 0.3737 0.0 0.2 -0.4
H -3.4686 -0.7123 0.5033 0.1 -0.4 -0.4
H 2.7968 -0.7199 1.1077 -0.3 0.1 0.1
H -3.2062 1.6904 -0.3315 0.4 -0.3 -0.6
H 1.5603 0.3933 0.5507 0.0 0.1 -0.2
C -2.4739 -0.3306 0.2639 -0.6 0.4 0.3
H -2.9693 1.5432 1.3189 0.3 -0.4 0.2
H -1.5205 1.5697 0.3279 -0.1 0.5 -0.3
H 3.0268 -1.7982 -0.9733 0.6 0.2 0.1
H -1.7937 -0.7688 0.9930 0.1 0.2 0.1
C -2.5407 1.1917 0.3732 0.2 0.2 0.7

***

Entry 5:
33
Properties=species:S:1:pos:R:3:forces:R:3 method="wB97M-V/def2-TZVPD" total_energy_ha=-621.99347 gap_ev=2.690 homo_energy_ev=-4.28 max_force_ev_per_a=1.21
B -1.4863 -0.3455 0.9278 -0.2 0.6 0.3
C 1.6322 2.8919 1.9473 0.7 -0.1 0.0
C 1.0276 4.3144 1.9894 -0.1 -0.3 0.0
H 1.5326 4.8707 1.1502 -0.1 0.0 -0.1
H 0.3111 -1.5282 1.1737 0.0 0.0 0.3
H 1.3664 -0.0822 -0.1394 0.2 0.4 -0.2
H -1.3454 -3.5893 -1.8958 -0.1 0.1 0.0
H -1.9971 -2.1034 -1.8418 0.0 0.1 0.2
H 1.3301 2.3899 1.0218 0.0 0.0 0.0
C -0.0230 -2.1176 -2.5143 0.0 -0.3 -0.1
H 2.7652 -1.0284 -2.7361 -0.5 0.2 0.0
H -1.7632 -2.8860 0.3522 -0.2 0.0 0.0
N -1.1485 -2.6257 -1.6304 0.2 -0.3 -0.4
H 2.7366 2.8960 1.9822 -0.1 0.0 0.0
O 1.8299 -0.7636 -2.7340 0.5 -0.3 -0.1
H -0.9755 1.4589 1.9617 -0.1 0.4 0.2
H -0.1545 -3.4381 0.0300 0.3 -0.1 -0.3
C 0.5722 -0.5489 -0.7047 -0.5 -0.9 0.7
H 1.4774 4.7965 2.9006 -0.2 0.0 0.1
H -3.3799 -0.9255 0.8911 0.0 0.3 0.7
H -0.4290 -1.3518 -3.1612 -0.1 0.2 -0.1
H -2.2905 1.7087 0.8060 -0.2 0.2 0.3
O -0.3128 4.2739 1.9457 0.0 0.1 -0.1
C 1.1224 -1.5022 -1.7364 0.4 0.8 -0.3
H -0.0091 0.2003 -1.2277 0.1 0.4 -0.1
C -0.8445 -2.6258 -0.1658 -0.2 0.0 0.7
C -1.3539 1.1885 0.9714 0.1 -0.5 -0.6
H 1.2762 2.3033 2.7992 -0.1 0.0 0.0
C -0.3363 -1.2855 0.3317 0.2 0.2 -0.4
O -2.6135 -0.9649 1.4839 0.0 -0.7 -0.9
H 0.3080 -2.9379 -3.1377 0.0 -0.2 -0.1
H 1.8067 -2.2355 -1.3147 -0.2 -0.3 0.2
H -0.6314 1.5931 0.2739 0.1 0.3 0.1

***

Entry 6:
16
Properties=species:S:1:pos:R:3:forces:R:3 method="wB97M-V/def2-TZVPD" total_energy_ha=-1014.63729 gap_ev=10.078 homo_energy_ev=-9.28 smiles="CCO[PH2](F)[PH2]=O" max_force_ev_per_a=0.37
H -0.8639 -1.0157 1.4527 0.0 0.1 0.0
H 0.6269 1.2809 -0.7544 0.0 0.0 0.0
H -1.1436 1.7473 0.9529 0.0 0.0 0.0
P -1.8869 0.9600 0.0318 0.0 0.0 -0.1
H 1.6016 -0.6517 1.0845 0.0 0.1 0.0
O -2.1458 1.5936 -1.2887 0.0 0.0 0.1
H -2.1302 -1.6156 -0.5235 0.0 0.1 0.0
F -0.3876 -2.6427 0.1901 0.0 0.0 0.0
H 1.7223 0.3275 -1.7301 0.0 0.0 0.0
O 0.1880 -0.7282 -1.0029 0.2 -0.3 0.1
C 2.0426 0.0850 0.4099 0.0 0.0 0.0
P -0.9551 -1.1101 0.0436 0.0 0.0 0.0
H -3.0300 0.7394 0.8483 0.0 -0.1 0.0
H 2.1919 1.0055 0.9739 0.0 0.0 0.0
C 1.1510 0.3232 -0.8053 -0.2 0.2 -0.1
H 3.0188 -0.2984 0.1173 0.0 0.0 0.0

***

Entry 7:
16
Properties=species:S:1:pos:R:3:forces:R:3 method="wB97M-V/def2-TZVPD" e_above_lowest_ev=3.671 total_energy_ha=-362.95062 gap_ev=10.224 homo_energy_ev=-9.15 smiles=NCC1OCCO1 max_force_ev_per_a=5.11
N 1.5451 0.6644 -0.7035 3.0 -3.7 -1.9
C 0.1275 -0.7065 0.7495 1.1 2.1 -2.8
H -1.9834 1.7165 0.3240 0.7 0.0 0.4
H 2.5466 0.8011 -1.0624 -2.0 -0.1 0.8
H -2.6357 -0.6875 0.2378 0.9 0.7 -0.1
C -1.2027 1.0013 0.0381 1.5 1.4 -2.9
H 0.2498 -1.2514 1.6490 -1.0 -1.2 0.9
H -2.3758 -0.5027 -1.3954 0.9 0.8 -0.8
O -0.3001 0.6055 1.0595 -1.4 -0.5 1.8
H 2.3388 -0.6297 0.9321 -1.2 0.1 -1.1
H -0.3192 1.4130 -0.6796 -3.5 -0.4 0.3
H 1.6278 -1.6654 -0.4539 0.0 2.7 0.7
C 1.5177 -0.6141 0.1142 1.5 -1.7 -0.2
C -1.8342 -0.3024 -0.4798 0.0 -0.8 2.9
O -0.6775 -1.1195 -0.3449 -0.4 -1.8 0.3
H 1.3753 1.2774 0.0153 0.0 2.5 1.8

***

Entry 8:
63
Properties=species:S:1:pos:R:3:forces:R:3 method="wB97M-V/def2-TZVPD" e_above_lowest_ev=0.133 total_energy_ha=-1497.08241 gap_ev=9.360 homo_energy_ev=-8.72 smiles=C[C@@H](O)COP.COCCNCCOC.COCCNCCOC max_force_ev_per_a=0.94
H -1.5878 1.3463 -0.2748 0.0 0.0 0.1
H 3.7285 -2.1894 -3.3690 0.0 -0.4 0.1
C -2.6544 1.3016 -0.0521 0.2 -0.2 0.1
C 1.7003 -0.5316 -3.9072 0.5 -0.1 0.3
H 0.8163 0.4480 4.5269 0.0 0.0 0.0
H -3.7781 1.2492 3.0081 0.0 0.0 0.0
H -6.9692 2.7860 -1.9124 0.0 0.0 0.0
H 4.6508 -3.5237 2.0821 0.0 0.0 0.0
H 2.7515 -1.3126 2.1987 0.0 0.0 0.0
O -2.8014 0.8793 1.2917 0.0 0.1 -0.1
C -3.9782 1.3295 1.9366 0.0 0.0 0.2
H -4.1406 2.3940 1.7294 0.0 0.0 -0.1
O -5.3039 1.7289 -2.4067 0.0 -0.1 0.0
H -1.3745 0.5018 -2.9871 0.0 -0.1 0.4
H 4.5457 -2.2028 4.3165 0.0 0.0 0.0
H 1.1185 -0.0799 2.8531 -0.1 0.0 0.1
H 4.1999 1.0502 -0.3015 0.1 0.0 0.0
H 4.4430 -0.9915 -4.4277 0.2 0.1 -0.3
C 1.4013 0.6445 3.6244 0.1 0.1 0.0
N 3.3204 -2.0234 2.6384 0.1 0.1 -0.1
H -3.1013 0.5832 -0.7444 0.0 0.1 -0.1
O 0.6304 -0.8285 -3.0059 -0.3 0.2 0.1
H 1.4808 0.3215 -4.5353 -0.2 0.3 -0.1
H 1.8910 -1.3810 -4.5534 -0.2 -0.3 -0.2
H 1.1580 1.6424 3.2643 0.0 0.0 0.0
P -0.8709 -0.6465 -3.6517 -0.1 -0.1 -0.9
H 4.8652 0.5855 1.2723 0.0 0.0 0.1
C 4.1029 -2.7024 1.6092 -0.2 0.0 0.1
H 3.1432 0.3007 0.8951 0.0 0.0 0.1
H -4.9663 -0.5517 1.8649 0.0 0.0 0.0
C 4.1590 0.2994 0.4900 -0.1 0.0 -0.2
C 5.0911 -1.8863 0.7819 0.1 -0.2 -0.1
H -5.4945 2.6206 0.0274 -0.1 0.1 0.0
H 2.6993 -0.3901 -2.0542 -0.1 0.0 0.4
C -6.2226 1.8220 -0.1665 0.1 -0.2 0.0
H -3.0852 2.2920 -0.2166 -0.1 0.0 0.0
O 2.7898 0.6200 3.8980 -0.1 -0.1 -0.1
H 5.6230 -2.5891 0.1356 0.0 0.0 0.0
H 5.8525 -1.3945 1.3988 -0.1 0.1 0.1
C -6.5065 1.8297 -1.6533 0.0 0.2 0.0
H -7.2071 1.0340 -1.9218 0.1 -0.1 0.0
H 2.3917 -1.1055 4.9888 0.0 0.0 -0.1
H -6.0125 0.2536 -3.6869 0.0 -0.1 0.0
C -5.1310 0.5041 -3.0903 0.0 0.1 0.0
H -4.2815 0.6195 -3.7622 0.0 0.1 0.0
H 3.8421 -0.1985 5.4349 0.0 0.0 0.0
H 4.8743 -1.0130 -2.6983 0.4 -0.1 0.1
C 2.9594 -0.2370 -3.0911 -0.2 0.0 -0.3
H 4.9177 -0.7844 3.3221 0.1 0.0 0.1
C 4.0903 -1.1737 -3.4207 -0.2 0.3 -0.1
H -4.9170 -0.3207 -2.4012 -0.1 -0.1 -0.1
O 4.4909 -0.9477 -0.0916 0.0 0.1 0.1
H -6.0104 0.7807 2.3314 0.0 0.0 0.0
H 3.2783 1.5889 -2.4714 0.1 -0.1 -0.4
C -5.2149 0.4877 1.6388 -0.1 -0.1 -0.1
H -1.5707 -1.6167 -2.9053 0.0 0.2 0.3
C 4.1015 -1.4119 3.7050 -0.1 0.0 -0.2
H -7.1421 2.0689 0.3724 0.0 0.0 0.0
H 3.3915 -3.1564 0.9153 0.0 0.0 0.0
O 3.3786 1.1122 -3.3074 0.0 0.3 0.5
C 3.2375 -0.5388 4.5894 0.2 0.1 0.1
H -5.0399 0.1869 -0.3541 0.0 0.0 0.0
N -5.7539 0.5164 0.2806 0.1 0.1 0.0